[1]
ORCA calculation (ωB97M-V/def2-TZVPD) on C4H5N3 in the gas phase at a distorted geometry.

The geometry in XYZ format:
```
12
Properties=species:S:1:pos:R:3
C -0.44193 -0.38528 -1.27302
N -0.90405 0.85704 -1.43850
N -0.26055 1.84783 -0.68479
C 0.56836 1.51554 0.18927
N 0.89259 0.21698 0.69502
C -0.17672 -0.75676 1.08104
C 0.39060 -0.96622 -0.24719
H -1.04245 -1.00389 -1.94880
H 1.09001 2.30061 0.83116
H -1.26501 -0.49017 1.13220
H 0.15781 -1.27090 2.08713
H 0.99135 -1.86479 -0.42352
```

Calculated values
Highest occupied orbital energy ... -9.3483 eV
Spin multiplicity ... 1
SMILES ... C1=NN=CN2C[C@@H]12
Gap between HOMO and LUMO ... 9.5962 eV
Total energy ... -319.55000 Eh


[2]
ORCA calculation (ωB97M-V/def2-TZVPD) on a molecular structure, C3H4O4Yb at a distorted geometry.

The geometry in XYZ format:
```
12
Properties=species:S:1:pos:R:3
C -1.78802 -0.50055 -0.13473
C -0.43536 0.15865 -0.04443
O 0.56056 -0.84418 -0.07920
C 1.85157 -0.45113 -0.01871
O 2.70723 -1.36405 -0.10515
O 2.13300 0.76237 0.09292
O -2.82078 0.13256 -0.08539
Yb 4.84905 0.16241 0.10963
H -1.78895 -1.59431 -0.33352
H -0.38153 0.74516 0.88536
H -0.32473 0.85658 -0.88954
H -4.56204 1.93648 0.60276
```

Calculated values
Highest occupied orbital energy (spin up / spin down) ... -6.2982 / -9.2593 eV
Spin multiplicity ... 3
Gap between HOMO and LUMO (spin up / spin down) ... 6.0742 / 8.4768 eV
Total energy ... -1576.22496 Eh